Density functional theory data (the ωB97M-V functional and the def2-TZVPD basis) for C20H21N2O3ReS2SbSe4 as an isolated structure.

Element x y z (Å)
Re1 1.3077 1.8242 0.6721
O1 0.7859 0.2655 -0.4859
N1 1.1154 0.3003 -1.7549
N2 1.5721 1.4113 -2.0930
O2 1.6841 2.3800 -1.1548
C1 1.9494 1.7528 -3.4362
C2 2.6431 2.9380 -3.6426
C3 3.0192 3.2521 -4.9366
C4 2.7053 2.3942 -5.9824
C5 2.0078 1.2127 -5.7461
C6 1.6171 0.8771 -4.4647
H1 2.8895 3.5969 -2.8237
H2 3.5612 4.1674 -5.1270
H3 3.0047 2.6468 -6.9901
H4 1.7646 0.5531 -6.5667
H5 1.0699 -0.0341 -4.2703
Se1 1.2018 2.4878 5.1563
Sb1 0.2380 4.5691 5.0218
Se2 1.6030 4.1161 1.0951
Se3 -0.7182 1.8676 1.6820
Se4 0.1751 5.2750 2.4292
C7 2.5052 -0.6368 2.8019
S1 3.0963 0.7352 1.7820
C8 4.0656 1.7560 2.9127
H6 1.9227 -0.2464 3.6320
H7 3.3886 -1.1697 3.1496
H8 1.9094 -1.2838 2.1614
H9 4.8699 1.1209 3.2828
H10 3.4299 2.1198 3.7153
H11 4.4833 2.5710 2.3262
O3 -1.7683 0.4208 1.2331
S2 -1.3411 -1.1484 1.2961
C9 -2.6055 -1.8564 2.2593
C10 -3.9024 -2.0320 1.7734
C11 -4.8404 -2.6027 2.6087
C12 -4.4816 -2.9994 3.8964
C13 -3.1852 -2.8291 4.3641
C14 -2.2314 -2.2496 3.5444
C15 -1.6558 -1.6469 -0.3709
C16 -1.0252 -2.8218 -0.7616
C17 -1.2719 -3.3089 -2.0361
C18 -2.1179 -2.6157 -2.8917
C19 -2.7246 -1.4328 -2.4842
C20 -2.5023 -0.9343 -1.2094
H12 -4.1633 -1.7491 0.7630
H13 -5.8512 -2.7567 2.2577
H14 -5.2231 -3.4588 4.5362
H15 -2.9168 -3.1573 5.3583
H16 -1.2113 -2.1273 3.8866
H17 -0.3684 -3.3591 -0.0885
H18 -0.8040 -4.2287 -2.3578
H19 -2.3106 -3.0023 -3.8832
H20 -3.3862 -0.9032 -3.1561
H21 -2.9792 -0.0206 -0.8832

The calculation puts the orbital gap (alpha / beta) at 5.3169 / 5.2842 eV. Its energy relative to the best compared isomer or geometry (same formula, charge and spin) is 1.269 eV. The value obtained for the HOMO energy (alpha / beta) is -16.72 / -16.72 eV. For the LUMO energy (alpha / beta), the calculation gives -11.407 / -11.438 eV. As for the total charge: +3. Its largest force on an atom is 0.2 eV Å⁻¹.